{"formula": "C3H3Cl2O2S", "method": "wB97M-V/def2-TZVPD", "symbols": ["C", "C", "C", "O", "O", "S", "Cl", "Cl", "H", "H", "H"], "positions_angstrom": [[0.2773, 0.9955, 0.2212], [0.3463, -0.3807, -0.4255], [-0.6937, 0.5800, -0.7707], [1.5278, -2.3205, 0.6621], [-0.3486, -1.1415, 2.0061], [0.1038, -1.9335, 0.7276], [-0.6487, 1.4990, -2.2794], [-2.4037, 0.4034, -0.2944], [-0.1007, 1.0248, 1.2027], [0.8376, 1.9256, 0.1566], [1.1028, -0.6521, -1.2063]], "forces_ev_per_angstrom": [[0.39, 0.41, 0.38], [0.94, -0.51, -0.65], [-1.18, 0.74, -0.32], [0.32, -0.52, 0.55], [1.07, -2.06, -2.29], [-1.01, 3.14, 1.86], [0.16, -0.05, -0.67], [0.07, -0.29, 0.03], [-0.56, -0.86, 1.36], [0.57, -0.47, -1.06], [-0.78, 0.49, 0.82]], "charge": -1, "e_homo_ev": -3.937, "de_lowest_ev": 0.053, "orbital_gap_ha": 0.2637}